Molecular formula: C16H15BrDy
Method: DFT, the ωB97M-V functional and the def2-TZVPD basis

XYZ file:
```
33
Properties=species:S:1:pos:R:3:forces:R:3
C -0.941 -1.134 -2.846 -0.6815 -0.0289 0.4962
C -1.006 -2.155 -1.839 -0.8545 0.4501 -0.0146
C -1.774 -1.634 -0.729 -0.8709 0.0835 -0.6013
H -0.472 -3.129 -1.856 -0.6067 0.9274 -0.0047
C -2.153 -0.265 -1.053 -0.4762 -1.0085 -0.3519
C -1.639 0.034 -2.362 -0.0883 -0.6286 0.2345
H -1.701 1.026 -2.858 0.0251 -0.9741 0.3706
H -0.408 -1.226 -3.813 -0.4432 0.1586 0.8723
H -1.852 -2.103 0.277 -0.0763 0.3038 -1.1546
H -2.642 0.454 -0.358 0.3721 -0.7282 -0.7581
Dy 0.246 -0.344 -0.595 0.9088 0.6451 -0.3934
Br 1.186 -2.373 0.720 0.7424 -1.7399 0.8560
C 2.388 0.877 -0.644 0.4411 -0.0940 -0.5307
C 1.524 1.648 -1.516 0.4655 -0.4689 -0.1765
C 1.339 0.883 -2.725 0.4401 0.0892 0.4207
H 0.987 2.588 -1.242 0.7072 -0.8567 -0.3631
C 2.056 -0.361 -2.598 0.0198 0.6063 0.5391
C 2.696 -0.371 -1.313 0.3862 0.9115 -0.1499
H 3.268 -1.219 -0.880 -0.5403 0.9374 -0.4504
H 2.588 1.089 0.430 0.0748 -0.1008 -1.2637
H 0.703 1.183 -3.582 0.5850 -0.2836 0.7744
H 2.061 -1.208 -3.318 0.0046 0.9016 0.6330
C -0.850 0.957 4.268 0.0337 0.0652 0.0682
C -1.779 0.293 3.460 0.1083 -0.0678 -0.1969
C -1.470 -0.009 2.126 -0.2012 0.5997 1.7614
C -0.234 0.374 1.638 0.2596 -0.0868 -2.4553
C 0.719 1.012 2.405 -0.7404 0.3489 1.6547
C 0.396 1.311 3.736 0.0736 -0.0623 -0.1102
H -1.097 1.200 5.314 0.1396 -0.1334 -0.5817
H -2.749 0.013 3.847 -0.1161 -0.0056 0.2499
H -2.225 -0.538 1.531 0.3569 0.2915 0.2332
H 1.709 1.296 2.031 -0.4431 -0.1024 0.1459
H 1.127 1.827 4.346 -0.0055 0.0508 0.2468
```
Positions in Å, forces in eV/Å.

- Lowest unoccupied orbital energy (spin up / spin down): 2.910 / 2.907 eV
- Charge: -1
- E_tot: -110962.8733 eV
- 2S+1: 6
- HOMO energy (spin up / spin down): -4.42 / -4.35 eV
- Expectation value of S²: 9.339